{
  "formula": "C3H3Cl2F",
  "method": "ωB97M-V with the def2-TZVPD basis set",
  "species": ["F", "C", "Cl", "C", "C", "Cl", "H", "H", "H"],
  "xyz": [[-1.22, -1.95, -1.20], [-0.81, -1.02, -0.32], [-1.93, -1.10, 1.07], [0.16, -0.15, -0.54], [0.73, 0.80, 0.44], [0.13, 2.47, 0.16], [0.68, -0.35, -1.47], [1.81, 0.78, 0.37], [0.45, 0.51, 1.49]],
  "nbo_charge": [-0.31, 0.42, -0.02, -0.34, -0.39, -0.06, 0.24, 0.23, 0.23],
  "relative_energy_kj_mol": 8.2,
  "e_homo_ev": -10.141,
  "smiles": "F/C(Cl)=C/CCl",
  "molar_mass_g_mol": 128.96,
  "fmax_ev_per_a": 2.0,
  "e_tot_ev": -30921.2302,
  "charge": 0,
  "lumo_ev": 0.71
}

=====

{
  "formula": "C3H3Cl2F",
  "method": "ωB97M-V with the def2-TZVPD basis set",
  "species": ["F", "C", "Cl", "C", "C", "Cl", "H", "H", "H"],
  "xyz": [[0.52, -0.10, -1.72], [0.87, -0.56, -0.36], [2.69, -0.43, -0.02], [-0.14, -0.12, 0.75], [-1.15, 0.69, 0.18], [-2.47, 1.62, 0.75], [0.75, -1.64, -0.56], [0.21, -0.14, 1.83], [-1.28, 0.68, -0.86]],
  "nbo_charge": [-0.38, 0.20, -0.05, -0.31, -0.17, 0.04, 0.19, 0.26, 0.22],
  "relative_energy_kj_mol": 119.0,
  "e_homo_ev": -10.004,
  "smiles": "F[C@@H](Cl)/C=C/Cl",
  "molar_mass_g_mol": 128.96,
  "fmax_ev_per_a": 4.0,
  "e_tot_ev": -30920.0813,
  "charge": 0,
  "lumo_ev": 0.24
}

=====

{
  "formula": "C3H3Cl2FO",
  "method": "ωB97M-V with the def2-TZVPD basis set",
  "species": ["O", "C", "C", "Cl", "C", "Cl", "H", "H", "F", "H"],
  "xyz": [[1.53, 0.63, 1.50], [0.80, -0.33, 1.45], [0.25, -0.89, 0.21], [-0.71, -2.31, 0.37], [0.50, -0.32, -0.97], [-0.08, -0.88, -2.45], [0.48, -0.87, 2.36], [1.12, 0.57, -1.01], [-1.87, 1.75, -0.75], [-2.01, 2.67, -0.72]],
  "nbo_charge": [-0.51, 0.40, -0.21, 0.03, -0.16, 0.07, 0.13, 0.25, -0.56, 0.56],
  "relative_energy_kj_mol": 0.0,
  "e_homo_ev": -9.665,
  "smiles": "O=C/C(Cl)=C/Cl.F",
  "molar_mass_g_mol": 144.96,
  "fmax_ev_per_a": 1.2,
  "e_tot_ev": -32968.5709,
  "charge": 0,
  "lumo_ev": -0.24
}

=====

{
  "formula": "C3H3Cl3N3",
  "method": "ωB97M-V with the def2-TZVPD basis set",
  "species": ["C", "C", "C", "N", "N", "N", "Cl", "Cl", "Cl", "H", "H", "H"],
  "xyz": [[-0.14, -0.50, -1.23], [1.49, 0.61, 0.03], [-1.04, -0.84, -0.01], [0.93, 0.11, -1.11], [-1.22, 0.22, 0.88], [0.72, 1.21, 0.84], [3.18, 0.44, 0.13], [-0.17, -2.17, 0.85], [-2.27, 1.41, 0.47], [-0.48, -0.81, -2.21], [-1.98, -1.25, -0.38], [0.98, 1.56, 1.75]],
  "nbo_charge": [0.22, 0.39, -0.22, -0.35, -0.17, -0.47, 0.17, 0.06, 0.39, 0.25, 0.31, 0.43],
  "relative_energy_kj_mol": 213.3,
  "e_homo_ev": [-15.360, -15.356],
  "molar_mass_g_mol": 187.44,
  "fmax_ev_per_a": 2.1,
  "e_tot_ev": -45185.2657,
  "charge": 1,
  "lumo_ev": [-7.50, -7.49]
}

=====

{
  "formula": "C3H3Cl9",
  "method": "ωB97M-V with the def2-TZVPD basis set",
  "species": ["Cl", "C", "Cl", "Cl", "H", "Cl", "C", "Cl", "Cl", "H", "Cl", "C", "Cl", "Cl", "H"],
  "xyz": [[13.11, 30.03, -29.35], [13.05, 30.07, -27.53], [14.70, 30.18, -26.88], [12.21, 28.61, -26.89], [12.60, 31.00, -27.20], [16.01, 33.02, -32.28], [14.98, 32.62, -30.83], [13.85, 33.98, -30.42], [16.06, 32.16, -29.39], [14.41, 31.70, -31.00], [9.42, 26.07, -23.97], [8.88, 26.78, -25.57], [7.85, 28.14, -25.29], [8.11, 25.52, -26.63], [9.77, 27.15, -26.08]],
  "nbo_charge": [-0.02, -0.25, 0.03, 0.00, 0.24, 0.00, -0.22, 0.01, -0.03, 0.23, -0.01, -0.26, 0.04, 0.00, 0.22],
  "relative_energy_kj_mol": 57.7,
  "e_homo_ev": -11.220,
  "smiles": "ClC(Cl)Cl.ClC(Cl)Cl.ClC(Cl)Cl",
  "molar_mass_g_mol": 358.13,
  "fmax_ev_per_a": 1.8,
  "e_tot_ev": -115860.7361,
  "charge": 0,
  "lumo_ev": 0.10
}

=====

{
  "formula": "C3H3ClF3N",
  "method": "ωB97M-V with the def2-TZVPD basis set",
  "species": ["C", "C", "C", "N", "F", "F", "F", "Cl", "H", "H", "H"],
  "xyz": [[-0.52, 2.17, 0.52], [-0.23, -0.08, 0.12], [-0.16, 4.30, -0.08], [-0.11, 1.27, -0.20], [-1.22, 5.00, 0.23], [0.84, 4.77, 0.60], [0.03, 4.39, -1.45], [-1.56, 2.28, 1.88], [0.35, -0.74, -0.65], [-1.34, -0.52, 0.16], [0.16, -0.34, 1.10]],
  "nbo_charge": [0.23, -0.46, 0.98, -0.44, -0.32, -0.31, -0.34, 0.03, 0.21, 0.21, 0.21],
  "relative_energy_kj_mol": 275.9,
  "e_homo_ev": -9.597,
  "molar_mass_g_mol": 145.51,
  "fmax_ev_per_a": 5.1,
  "e_tot_ev": -25321.5536,
  "charge": 0,
  "lumo_ev": 0.24
}

=====

{
  "formula": "C3H3ClN2",
  "method": "ωB97M-V with the def2-TZVPD basis set",
  "species": ["C", "C", "C", "N", "N", "Cl", "H", "H", "H"],
  "xyz": [[-0.36, -1.08, -0.01], [-1.38, -0.18, -0.02], [1.03, 0.73, 0.01], [0.90, -0.68, 0.02], [-0.07, 1.52, -0.01], [-3.00, -0.05, 0.01], [-0.50, -2.15, -0.02], [1.68, 0.97, 0.87], [1.69, 0.93, -0.85]],
  "nbo_charge": [-0.14, 0.02, -0.27, -0.33, -0.20, 0.17, 0.23, 0.26, 0.26],
  "relative_energy_kj_mol": 551.0,
  "e_homo_ev": [-9.926, -8.831],
  "molar_mass_g_mol": 102.52,
  "fmax_ev_per_a": 4.6,
  "e_tot_ev": -18656.2775,
  "charge": 0,
  "lumo_ev": [-0.99, -0.17]
}

=====

{
  "formula": "C3H3ClN2",
  "method": "ωB97M-V with the def2-TZVPD basis set",
  "species": ["C", "C", "C", "N", "N", "Cl", "H", "H", "H"],
  "xyz": [[-0.78, 0.13, 1.11], [-1.03, -0.50, -0.04], [0.93, 0.29, -0.08], [0.53, 0.61, 1.07], [0.03, -0.37, -0.85], [3.15, 0.90, -1.18], [-1.18, 0.32, 2.06], [-1.88, -1.03, -0.26], [0.23, -0.36, -1.84]],
  "nbo_charge": [-0.10, -0.07, 0.64, -0.47, -0.59, -0.32, 0.24, 0.22, 0.45],
  "relative_energy_kj_mol": 303.4,
  "e_homo_ev": -10.103,
  "molar_mass_g_mol": 102.52,
  "fmax_ev_per_a": 3.9,
  "e_tot_ev": -18658.8440,
  "charge": 0,
  "lumo_ev": -2.18
}